Record 1
{
  "formula": "C19H12IN6O2SV",
  "method": "the ωB97M-V functional and the def2-TZVPD basis",
  "de_lowest_kcal_mol": 1.9,
  "e_lumo_ev": [-9.3, -9.3],
  "molar_mass_g_mol": 566.3,
  "total_charge": 2,
  "orbital_gap_ev": [6.00, 5.99],
  "species": ["V", "C", "C", "N", "C", "C", "C", "O", "C", "C", "N", "C", "C", "C", "C", "C", "C", "I", "C", "O", "H", "H", "H", "H", "H", "H", "H", "H", "H", "H", "H", "H", "N", "C", "C", "C", "N", "C", "N", "S", "C", "N"],
  "xyz": [[0.93, -0.93, 1.30], [4.01, 2.28, 1.10], [2.65, 2.67, 0.63], [2.45, 3.93, 0.22], [1.26, 4.32, -0.21], [0.13, 3.51, -0.27], [-1.12, 4.18, -0.78], [-2.21, 3.28, -0.90], [0.30, 2.19, 0.17], [-0.76, 1.21, 0.15], [-0.69, -0.04, 0.52], [-1.87, -0.86, 0.33], [-2.68, -0.75, -0.79], [-3.79, -1.56, -0.92], [-4.11, -2.50, 0.05], [-3.30, -2.65, 1.16], [-2.20, -1.82, 1.27], [-0.93, -2.01, 2.96], [1.58, 1.81, 0.61], [1.69, 0.51, 1.05], [4.33, 2.94, 1.91], [4.73, 2.39, 0.29], [4.04, 1.25, 1.46], [1.19, 5.36, -0.54], [-0.88, 4.64, -1.74], [-1.36, 4.99, -0.08], [-2.99, 3.77, -1.17], [-1.71, 1.57, -0.22], [-2.41, -0.05, -1.58], [-4.40, -1.47, -1.81], [-4.98, -3.13, -0.06], [-3.53, -3.38, 1.92], [1.09, -2.13, 0.18], [1.70, -3.18, -0.42], [1.21, -3.99, -1.37], [-0.08, -3.73, -1.93], [-1.13, -3.52, -2.35], [1.97, -5.11, -1.84], [2.58, -6.02, -2.20], [3.41, -3.57, 0.17], [3.19, -2.58, 1.51], [2.71, -1.82, 2.23]]
}

---

Record 2
{
  "formula": "C60H52F5N7RuS3Si",
  "method": "the ωB97M-V functional and the def2-TZVPD basis",
  "de_lowest_kcal_mol": 39.9,
  "e_lumo_ev": [1.7, 1.7],
  "s2": 0.79,
  "multiplicity": 2,
  "molar_mass_g_mol": 1191.5,
  "total_charge": -1,
  "orbital_gap_ev": [3.72, 5.85],
  "species": ["Ru", "S", "C", "C", "C", "C", "C", "C", "N", "C", "C", "C", "C", "C", "C", "C", "C", "N", "C", "C", "C", "C", "C", "S", "C", "H", "H", "H", "H", "H", "H", "H", "H", "H", "H", "H", "H", "F", "C", "F", "C", "F", "F", "F", "C", "N", "C", "C", "N", "C", "S", "H", "H", "H", "H", "H", "H", "H", "H", "C", "C", "C", "C", "C", "C", "Si", "C", "C", "C", "C", "C", "C", "H", "H", "H", "H", "H", "H", "H", "H", "H", "H", "H", "N", "C", "C", "C", "C", "C", "C", "N", "C", "C", "C", "C", "N", "C", "C", "H", "H", "H", "H", "H", "H", "H", "H", "H", "C", "C", "C", "C", "C", "C", "C", "C", "C", "C", "H", "H", "H", "H", "H", "H", "H", "H", "H", "H", "H", "H"],
  "xyz": [[-0.17, 0.00, 0.00], [3.48, 1.14, 4.64], [4.29, 1.63, 6.08], [3.43, 1.85, 7.10], [2.09, 1.63, 6.75], [1.92, 1.24, 5.43], [0.72, 0.92, 4.73], [0.71, 0.83, 3.32], [-0.31, 0.50, 2.58], [-1.51, 0.26, 3.20], [-1.63, 0.38, 4.62], [-2.91, 0.21, 5.22], [-4.01, -0.02, 4.47], [-3.93, -0.13, 3.05], [-5.06, -0.27, 2.26], [-4.93, -0.32, 0.86], [-3.61, -0.35, 0.37], [-2.52, -0.22, 1.08], [-2.64, -0.05, 2.43], [-6.04, -0.33, -0.03], [-7.38, -0.35, 0.26], [-8.21, -0.32, -0.87], [-7.51, -0.27, -2.04], [-5.80, -0.26, -1.77], [-0.51, 0.68, 5.38], [5.36, 1.72, 6.07], [3.74, 2.17, 8.08], [1.26, 1.77, 7.42], [1.63, 1.09, 2.82], [-2.99, 0.30, 6.30], [-4.99, -0.11, 4.93], [-6.03, -0.31, 2.72], [-3.49, -0.49, -0.70], [-7.76, -0.39, 1.27], [-9.29, -0.34, -0.83], [-7.88, -0.22, -3.04], [-0.58, 0.73, 6.45], [1.12, 0.74, -3.23], [1.68, 0.38, -2.01], [2.65, 1.38, -1.84], [2.45, -0.92, -2.21], [3.70, -0.88, -1.71], [2.57, -1.37, -3.47], [1.84, -1.94, -1.53], [0.03, -5.04, -0.31], [0.47, -4.89, 1.05], [0.99, -6.00, 1.81], [1.11, -5.42, 3.23], [0.91, -4.01, 3.01], [0.38, -3.76, 1.78], [-0.36, -2.34, 1.37], [-0.96, -5.51, -0.36], [0.74, -5.64, -0.87], [-0.04, -4.04, -0.75], [1.96, -6.31, 1.41], [0.31, -6.85, 1.75], [2.09, -5.61, 3.68], [0.33, -5.83, 3.90], [0.75, -3.36, 3.76], [0.41, -3.04, -5.93], [0.40, -3.71, -4.71], [-0.01, -3.04, -3.57], [-0.43, -1.72, -3.59], [-0.41, -1.07, -4.82], [0.01, -1.72, -5.97], [-1.24, -0.89, -2.04], [-2.65, -2.24, -2.03], [-3.38, -2.40, -3.20], [-4.42, -3.31, -3.29], [-4.78, -4.07, -2.19], [-4.06, -3.94, -1.02], [-3.00, -3.04, -0.94], [0.72, -3.56, -6.82], [0.69, -4.75, -4.65], [-0.01, -3.57, -2.63], [-0.72, -0.03, -4.87], [0.01, -1.18, -6.92], [-2.01, 0.18, -2.78], [-3.13, -1.81, -4.07], [-4.97, -3.41, -4.22], [-5.62, -4.75, -2.24], [-4.32, -4.52, -0.14], [-2.46, -2.94, -0.01], [6.94, 1.56, 1.83], [8.13, 1.29, 2.44], [9.35, 1.95, 2.48], [10.36, 1.37, 3.22], [10.16, 0.17, 3.92], [8.95, -0.50, 3.87], [7.93, 0.05, 3.11], [6.67, -0.40, 2.87], [6.09, 0.50, 2.10], [4.75, 0.43, 1.62], [4.08, -0.80, 1.57], [2.79, -0.86, 1.11], [2.09, 0.22, 0.72], [2.71, 1.40, 0.79], [4.01, 1.56, 1.20], [6.74, 2.33, 1.21], [9.51, 2.87, 1.94], [11.33, 1.84, 3.27], [10.97, -0.24, 4.50], [8.80, -1.42, 4.41], [4.60, -1.70, 1.87], [2.28, -1.81, 1.03], [2.12, 2.26, 0.50], [4.44, 2.55, 1.24], [-2.09, 3.05, 1.21], [-1.67, 2.94, -0.27], [-2.88, 2.54, -1.12], [-0.58, 1.93, -0.51], [-1.17, 4.33, -0.65], [-2.00, 5.28, -1.24], [-1.53, 6.55, -1.53], [-0.23, 6.90, -1.23], [0.59, 5.98, -0.61], [0.12, 4.71, -0.32], [-2.59, 2.15, 1.55], [-2.76, 3.90, 1.34], [-1.21, 3.21, 1.85], [-3.11, 1.49, -0.96], [-2.65, 2.67, -2.17], [-3.76, 3.12, -0.85], [0.03, 2.23, -1.37], [-3.02, 5.04, -1.49], [-2.19, 7.27, -1.99], [0.15, 7.88, -1.48], [1.61, 6.24, -0.35], [0.76, 4.00, 0.18]]
}

---

Record 3
{
  "formula": "C5H9NO",
  "method": "the ωB97M-V functional and the def2-TZVPD basis",
  "de_lowest_kcal_mol": 54.2,
  "e_lumo_ev": 0.8,
  "molar_mass_g_mol": 99.1,
  "smiles": "C[C@@H]1C(=O)N[C@@H]1C",
  "total_charge": 0,
  "orbital_gap_ev": 10.31,
  "species": ["C", "C", "N", "C", "O", "C", "C", "H", "H", "H", "H", "H", "H", "H", "H", "H"],
  "xyz": [[-0.80, 1.75, -0.47], [0.22, 1.12, 0.44], [-0.29, 0.49, 1.63], [-0.35, -0.80, 1.08], [-1.12, -1.69, 1.32], [0.61, -0.60, -0.05], [0.53, -1.73, -1.14], [-1.61, 1.05, -0.65], [-0.29, 1.97, -1.42], [-1.24, 2.69, -0.10], [1.00, 1.86, 0.70], [0.16, 0.63, 2.53], [1.64, -0.52, 0.27], [-0.48, -2.14, -1.24], [1.14, -2.59, -0.79], [0.91, -1.48, -2.13]]
}

---

Record 4
{
  "formula": "C30H42GeN2OPtSb",
  "method": "the ωB97M-V functional and the def2-TZVPD basis",
  "e_lumo_ev": [-7.6, -12.0],
  "s2": 6.02,
  "multiplicity": 5,
  "molar_mass_g_mol": 836.1,
  "total_charge": 3,
  "orbital_gap_ev": [8.76, 4.83],
  "species": ["Pt", "C", "C", "O", "H", "H", "H", "H", "H", "H", "C", "Ge", "C", "C", "C", "H", "H", "H", "H", "H", "H", "H", "H", "H", "H", "H", "N", "C", "N", "C", "C", "C", "C", "C", "H", "H", "H", "H", "H", "H", "H", "H", "H", "H", "C", "C", "C", "C", "C", "C", "Sb", "C", "C", "C", "C", "C", "C", "C", "C", "C", "C", "C", "C", "H", "H", "H", "H", "H", "H", "H", "H", "H", "H", "H", "H", "H", "H", "H"],
  "xyz": [[-0.21, 0.29, 1.48], [1.55, 3.06, 2.95], [2.30, 2.27, 1.90], [1.91, 0.85, 1.89], [1.81, 4.11, 2.85], [1.82, 2.75, 3.96], [0.47, 2.96, 2.82], [3.38, 2.28, 2.07], [2.11, 2.61, 0.89], [2.26, 0.42, 2.68], [-2.48, -2.86, 1.74], [-3.08, -1.21, 2.55], [-3.96, 0.02, 1.35], [-3.82, -1.34, 4.33], [-1.18, -0.19, 3.17], [-3.29, -3.58, 1.86], [-1.60, -3.28, 2.24], [-2.27, -2.75, 0.68], [-4.95, -0.41, 1.13], [-3.43, 0.13, 0.40], [-4.12, 1.00, 1.80], [-4.77, -1.86, 4.20], [-4.02, -0.36, 4.77], [-3.19, -1.93, 5.00], [-0.67, -0.99, 3.72], [-1.59, 0.60, 3.80], [-0.80, 1.59, 0.08], [-1.11, 2.61, -0.42], [-1.43, 3.69, -1.01], [-2.60, 4.51, -0.57], [-3.64, 4.54, -1.69], [-3.02, 4.99, -3.01], [-1.83, 4.11, -3.39], [-0.78, 4.10, -2.29], [-2.20, 5.51, -0.37], [-2.98, 4.10, 0.36], [-4.44, 5.21, -1.38], [-4.08, 3.54, -1.79], [-2.69, 6.03, -2.92], [-3.77, 4.96, -3.79], [-1.36, 4.47, -4.31], [-2.17, 3.08, -3.58], [-0.39, 5.10, -2.11], [0.04, 3.42, -2.48], [0.27, -6.06, -2.63], [0.49, -4.91, -3.38], [0.62, -3.68, -2.75], [0.58, -3.64, -1.35], [0.35, -4.79, -0.59], [0.21, -6.00, -1.24], [1.01, -1.87, -0.34], [1.61, -0.38, -1.67], [0.82, -0.07, -2.78], [1.24, 0.90, -3.68], [2.44, 1.58, -3.45], [3.21, 1.29, -2.33], [2.80, 0.32, -1.44], [2.58, -2.28, 0.99], [2.40, -2.26, 2.37], [3.45, -2.57, 3.21], [4.69, -2.89, 2.67], [4.88, -2.91, 1.29], [3.82, -2.61, 0.44], [0.16, -7.01, -3.13], [0.55, -4.97, -4.46], [0.80, -2.79, -3.33], [0.32, -4.75, 0.49], [0.05, -6.90, -0.67], [-0.11, -0.60, -2.97], [0.65, 1.11, -4.56], [2.78, 2.32, -4.17], [4.15, 1.81, -2.17], [3.41, 0.09, -0.57], [1.42, -2.06, 2.80], [3.31, -2.59, 4.28], [5.52, -3.14, 3.33], [5.84, -3.18, 0.88], [3.97, -2.65, -0.63]]
}

---

Record 5
{
  "formula": "C6H9BrSSi",
  "method": "the ωB97M-V functional and the def2-TZVPD basis",
  "de_lowest_kcal_mol": 0.0,
  "e_lumo_ev": 0.7,
  "molar_mass_g_mol": 221.2,
  "smiles": "C[Si](C)(Br)c1cccs1",
  "total_charge": 0,
  "orbital_gap_ev": 9.75,
  "species": ["C", "C", "C", "C", "C", "C", "Si", "S", "Br", "H", "H", "H", "H", "H", "H", "H", "H", "H"],
  "xyz": [[2.27, -1.57, 0.74], [1.53, -0.42, 0.28], [1.45, -2.60, 1.02], [0.15, -0.55, 0.45], [-0.01, 1.56, -1.62], [-2.71, 0.53, 0.16], [-0.85, 0.97, -0.02], [-0.21, -2.19, 0.90], [-0.26, 2.62, 1.45], [3.30, -1.67, 0.51], [2.03, 0.56, 0.23], [1.63, -3.56, 1.18], [0.72, 0.75, -1.68], [-0.59, 1.65, -2.55], [0.63, 2.48, -1.34], [-2.81, 0.06, -0.78], [-2.96, -0.10, 1.02], [-3.31, 1.46, 0.05]]
}

---

Record 6
{
  "formula": "C2H3O5S2",
  "method": "the ωB97M-V functional and the def2-TZVPD basis",
  "de_lowest_kcal_mol": 69.6,
  "e_lumo_ev": 3.4,
  "molar_mass_g_mol": 171.2,
  "total_charge": -1,
  "orbital_gap_ev": 8.59,
  "species": ["C", "C", "O", "O", "O", "O", "O", "S", "S", "H", "H", "H"],
  "xyz": [[0.49, -1.30, 1.90], [-0.79, -1.26, 2.17], [0.05, 0.61, -2.64], [0.57, -1.19, -0.74], [2.31, 0.16, 0.38], [-1.08, 2.69, -1.92], [0.30, 1.33, -0.27], [0.93, -0.30, 0.33], [0.17, 2.00, -1.76], [-1.20, -1.93, 2.89], [-0.04, -0.19, -2.07], [-1.71, -0.62, 1.73]]
}

---

Record 7
{
  "formula": "C3H7N2",
  "method": "the ωB97M-V functional and the def2-TZVPD basis",
  "de_lowest_kcal_mol": 86.4,
  "e_lumo_ev": -6.7,
  "molar_mass_g_mol": 71.1,
  "smiles": "CC1(C)N=[NH+]1",
  "total_charge": 1,
  "orbital_gap_ev": 10.69,
  "species": ["C", "C", "C", "N", "N", "H", "H", "H", "H", "H", "H", "H"],
  "xyz": [[-0.25, 1.35, 0.37], [-0.26, -1.31, 0.22], [0.47, -0.02, 0.21], [1.84, -0.02, 0.58], [1.72, 0.10, -0.62], [-1.03, 1.20, 1.05], [-0.81, 1.71, -0.50], [0.50, 1.90, 0.96], [-0.90, -1.36, 1.08], [-0.80, -1.48, -0.63], [0.46, -2.03, 0.29], [2.38, -0.11, -1.38]]
}

---

Record 8
{
  "formula": "C25H31N2O3",
  "method": "the ωB97M-V functional and the def2-TZVPD basis",
  "de_lowest_kcal_mol": 0.0,
  "e_lumo_ev": -2.5,
  "molar_mass_g_mol": 407.5,
  "smiles": "CCOc1cc2c(cc1OCC)-n1cccc1[C@@H](c1cc(C)c(OC)cc1C)[NH2+]C2",
  "total_charge": 1,
  "orbital_gap_ev": 8.30,
  "species": ["C", "C", "H", "H", "O", "C", "C", "C", "C", "C", "C", "O", "C", "C", "H", "H", "H", "H", "H", "H", "N", "C", "C", "C", "C", "C", "C", "C", "C", "C", "C", "C", "H", "C", "H", "H", "H", "O", "C", "H", "H", "H", "H", "C", "H", "H", "H", "H", "N", "H", "H", "C", "H", "H", "H", "H", "H", "H", "H", "H", "H"],
  "xyz": [[3.83, 4.33, -2.64], [3.52, 3.05, -3.41], [4.13, 3.00, -4.31], [2.46, 3.02, -3.72], [3.86, 1.88, -2.70], [3.14, 1.48, -1.62], [1.90, 1.99, -1.28], [1.17, 1.53, -0.19], [1.70, 0.49, 0.58], [2.94, -0.03, 0.26], [3.69, 0.44, -0.81], [4.86, -0.18, -0.97], [5.85, 0.22, -1.92], [7.06, -0.66, -1.70], [7.84, -0.40, -2.40], [6.79, -1.71, -1.84], [7.44, -0.54, -0.68], [5.46, 0.10, -2.93], [6.11, 1.28, -1.76], [3.36, -0.83, 0.85], [0.96, 0.00, 1.66], [1.41, -0.28, 2.91], [0.36, -0.69, 3.68], [-0.79, -0.67, 2.87], [-0.40, -0.23, 1.63], [-1.13, -0.16, 0.33], [-2.50, -0.78, 0.40], [-2.81, -1.97, -0.27], [-4.10, -2.48, -0.16], [-5.08, -1.84, 0.59], [-4.76, -0.65, 1.28], [-3.48, -0.15, 1.17], [-3.24, 0.74, 1.74], [-5.81, 0.01, 2.11], [-6.66, 0.30, 1.48], [-5.42, 0.90, 2.61], [-6.19, -0.68, 2.86], [-6.35, -2.28, 0.73], [-6.74, -3.47, 0.10], [-6.66, -3.40, -0.98], [-7.79, -3.61, 0.37], [-6.16, -4.33, 0.46], [-4.33, -3.39, -0.68], [-1.79, -2.71, -1.07], [-2.22, -3.63, -1.47], [-0.93, -2.98, -0.46], [-1.44, -2.12, -1.92], [-0.52, -0.64, -0.44], [-1.30, 1.30, -0.12], [-1.46, 1.29, -1.13], [-2.15, 1.65, 0.33], [-0.13, 2.17, 0.21], [-0.26, 3.13, -0.29], [-0.14, 2.32, 1.29], [-1.78, -0.96, 3.16], [0.40, -0.98, 4.71], [2.45, -0.15, 3.16], [1.48, 2.80, -1.87], [3.59, 5.19, -3.25], [3.27, 4.38, -1.71], [4.89, 4.36, -2.40]]
}

---

Values of max |F|, in order: 2.8 5.1 1.1 0.6 4.2 3.6 3.7 0.9, all in eV/A.